{"formula": "C62H156N10O21", "method": "the ωB97M-V functional and the def2-TZVPD basis", "species": ["O", "C", "H", "H", "H", "C", "N", "H", "H", "H", "H", "C", "H", "N", "C", "O", "C", "O", "H", "H", "H", "H", "C", "H", "H", "H", "H", "H", "C", "C", "H", "C", "C", "C", "C", "H", "O", "O", "C", "H", "H", "H", "H", "H", "H", "H", "N", "H", "H", "C", "C", "H", "C", "C", "N", "H", "O", "H", "H", "H", "O", "H", "H", "H", "C", "H", "H", "H", "C", "C", "C", "O", "H", "O", "C", "H", "H", "H", "H", "C", "H", "H", "H", "H", "H", "H", "H", "C", "H", "H", "H", "N", "H", "H", "C", "C", "O", "N", "H", "C", "H", "O", "H", "H", "H", "C", "H", "H", "H", "C", "C", "H", "H", "H", "C", "H", "C", "H", "H", "C", "H", "O", "H", "H", "H", "C", "N", "C", "C", "H", "H", "C", "H", "H", "H", "H", "H", "H", "H", "H", "H", "H", "H", "H", "H", "H", "C", "H", "H", "H", "H", "H", "H", "C", "H", "H", "H", "C", "H", "H", "H", "C", "H", "H", "H", "H", "H", "H", "O", "H", "H", "H", "H", "O", "H", "H", "H", "C", "H", "H", "H", "C", "H", "O", "H", "C", "O", "N", "N", "H", "C", "H", "C", "O", "C", "H", "H", "H", "H", "H", "H", "N", "H", "C", "H", "H", "C", "H", "H", "O", "C", "H", "H", "C", "H", "H", "H", "H", "C", "C", "H", "C", "C", "C", "H", "C", "H", "C", "H", "H", "C", "H", "H", "C", "H", "O", "C", "H", "H", "O", "H", "H", "O", "H", "H", "H", "H", "H", "C"], "positions_angstrom": [[-0.25199, 0.05327, -3.80888], [-2.28239, 3.87042, -6.38097], [-3.69699, 9.02607, -3.86426], [3.96489, 6.24267, -0.64908], [0.98344, 6.09687, 4.65214], [2.83589, -6.21611, -1.07465], [-5.74720, -1.95934, -0.90947], [0.57488, -2.50297, 4.09364], [3.51249, 2.21113, -1.92573], [-5.74250, -7.01742, -4.22973], [-3.04415, -6.21352, -5.54304], [3.26401, -2.54916, -0.95315], [2.59993, -8.20768, -4.52031], [-2.87708, -2.43583, -4.58301], [1.81967, -1.26045, 7.64677], [-3.28027, 2.77394, -4.57536], [-1.98170, -5.71437, -3.66497], [-7.28215, -3.65816, -2.55406], [3.68299, 3.16965, 6.49416], [3.64014, -1.90818, 7.25546], [6.33329, -0.62691, 3.08077], [-4.50286, 2.19427, -3.10243], [-1.92875, -3.21405, -6.83844], [7.04821, -0.10493, 5.72703], [5.83925, 1.66413, 1.79232], [-3.50667, -1.85582, -6.54443], [-2.38331, -3.62994, -7.78070], [-6.87354, -1.80626, -3.32754], [1.42110, 5.22337, 2.17835], [1.55860, 1.57579, 1.35696], [1.06810, 3.36730, -1.27215], [-1.69242, -0.41396, -0.77060], [2.83785, -0.83972, -2.26923], [-1.91441, 6.27091, -6.34145], [-1.63087, -1.90759, -4.10418], [-0.95244, 6.12708, -5.86789], [3.42440, 4.20284, -1.64649], [-2.29503, 0.41781, 0.20129], [1.35694, 3.16647, 5.79051], [-4.59971, 1.11443, -4.50018], [1.16507, 2.71502, 6.78577], [3.48296, 5.84375, -2.97226], [4.81834, -1.82170, 4.49797], [0.88497, -1.95252, -7.79989], [3.39402, -6.61716, -0.22919], [-5.88329, -3.09927, -4.05218], [5.63253, -0.08527, 3.56685], [3.34975, 5.75778, 1.38889], [-1.14813, 0.17586, -1.51335], [-5.84663, -1.99734, 3.39637], [1.58746, -1.01978, 6.19217], [-4.71796, -3.46290, -1.95693], [0.37407, 0.62990, 1.37644], [-1.98049, 6.07904, -1.11551], [-2.81790, 5.17925, -5.99138], [1.37169, -2.28566, 7.86308], [5.59971, -0.15462, 0.73917], [2.27134, -3.01054, 3.65359], [1.84903, 5.31604, -2.43818], [8.57098, -2.84565, 5.97586], [-0.95273, 5.26321, -0.50468], [-2.02588, 2.45509, -0.44059], [-4.10311, 3.62741, 3.87677], [3.28844, -2.21810, 9.78403], [-2.39299, 7.60492, -5.86201], [6.31756, -1.59351, 6.49231], [-3.90670, -2.06609, 0.11841], [-0.09009, 2.18848, -0.86880], [6.51038, 0.15122, -0.33286], [3.49756, 2.32318, 5.81410], [-1.12426, -4.97870, -0.18902], [1.80965, 2.04039, 0.05969], [-2.30298, 0.12511, -3.82243], [1.01561, 6.47505, 2.60615], [-5.44994, -1.08803, 1.29951], [3.83614, -0.49218, 2.54011], [1.92425, -3.99168, -0.19142], [2.68249, -4.72113, -2.40091], [-1.22642, 3.69487, -5.99572], [3.34075, 3.09090, -2.53537], [-2.15853, 6.91704, -0.49636], [-1.42061, -5.94664, 0.17851], [-1.51423, 0.44947, 3.77698], [-3.00477, -5.11739, -2.03707], [-5.72933, -2.90455, 3.92105], [0.61550, -3.13423, -6.58843], [-4.51626, -1.82813, -2.49667], [-8.41857, -3.83890, -3.39024], [-5.21457, 2.49321, 2.97379], [2.81481, -8.27336, -1.99728], [1.34314, 2.44376, 2.03921], [-2.16056, -5.66020, -2.26562], [-2.65830, 1.05867, 5.83468], [-1.11978, -1.70354, 0.89891], [6.56713, -1.08389, 5.53948], [-2.76773, 1.71936, 4.98246], [2.29667, -2.06418, -1.89989], [3.28677, -1.21369, 7.85212], [1.68502, -1.26746, 3.73699], [3.64916, -1.32128, 9.24902], [-3.24571, 1.47773, -1.31977], [-5.65151, -2.25044, 2.03820], [0.17251, 1.52245, -5.21463], [9.38624, -2.28118, 4.47541], [2.85357, -0.17506, -1.42459], [-3.19528, 2.74267, -5.97654], [4.29838, 1.40433, 0.84796], [1.58039, 4.20802, 5.87698], [-0.09506, 5.75309, -0.46552], [2.95184, -7.18667, -2.27322], [1.67031, -2.25469, 4.20829], [-1.58968, 6.48157, -2.05380], [-0.56047, 5.81265, 3.72027], [-1.73446, -3.80259, 2.06057], [-1.54301, 1.48152, 4.10115], [-3.94502, 5.72729, -2.01370], [7.01183, -2.83616, 9.22790], [-8.21739, -4.11642, -4.44891], [-9.02035, -4.62057, -2.91775], [-4.79079, -1.38129, -0.00922], [4.30319, -2.46593, -1.33201], [-1.03878, -2.08450, -7.12198], [-5.57103, -6.02781, -5.64316], [3.45133, 1.44579, 6.49644], [-2.37922, 8.64434, -2.70460], [5.15816, -1.43014, 9.38442], [0.52220, -0.42229, 0.42696], [-0.01897, 1.38353, -4.15370], [0.17751, -2.66267, -7.49004], [3.21132, -1.75834, -0.15506], [3.82929, -0.90128, -2.65362], [2.45100, 5.28912, 1.08187], [7.41501, 0.58373, 0.05041], [0.53834, -0.79939, 5.93651], [-0.10865, -5.80059, -1.87448], [-9.01362, -2.91846, -3.44269], [-2.07733, 3.86116, -7.47384], [0.86280, 0.04768, -0.41242], [7.70431, -2.04967, 8.76259], [-0.24516, -4.60011, 0.37970], [-0.88038, 2.00070, -3.88630], [0.21448, 3.50537, 4.02589], [5.56365, -0.57959, 8.85001], [4.33305, 2.11138, 5.14059], [0.53933, 4.69285, 1.77430], [2.22633, -0.20882, 5.86525], [8.65338, -2.06776, 5.28126], [0.40372, 1.19885, 4.52225], [-5.13335, -1.26160, 3.75774], [5.45717, -1.31468, 10.44020], [2.32088, -0.39140, -3.10795], [1.79879, -6.28851, -0.67557], [-1.59218, -2.07416, -3.01961], [-1.49498, -0.42091, -4.33575], [7.37153, -3.79732, 8.81566], [-2.92422, 5.23214, -4.98510], [-2.08148, 9.60836, -4.22840], [4.51565, 0.35121, 2.76408], [0.04671, 7.47573, 4.00142], [-2.47370, -1.03046, -1.28461], [-3.38888, -3.05673, -3.98401], [2.95418, 6.41216, -1.03197], [9.03247, -1.24399, 5.87517], [6.05094, 0.85475, -0.99582], [0.37429, 0.25563, 2.43830], [3.20709, -0.48131, 9.72937], [3.55105, -4.23999, 0.44741], [-3.69378, 5.04903, -0.37588], [2.32963, 2.49999, 4.98865], [-3.54528, 2.13144, 0.26083], [1.74836, 6.96281, 0.50220], [-3.41812, 7.78192, -6.30862], [2.90304, -6.45391, -5.10071], [1.99007, -6.80975, -3.17786], [-6.39089, -0.54715, 1.11702], [-1.76162, 6.34127, -7.41852], [1.72363, 4.57004, 3.00416], [-5.22038, -2.52159, -2.08265], [-1.08968, -6.35616, -3.88240], [-6.31210, -2.61572, -0.36029], [1.35089, -0.50821, 8.27005], [-3.08368, -2.72519, -6.00352], [-0.57329, -4.12319, -2.00907], [7.42095, -1.84608, 4.65019], [0.07373, -3.41409, -8.29920], [-6.31930, -2.72353, -3.11716], [-3.98818, 1.60301, 4.32983], [3.20650, -4.90963, -1.53105], [-0.39860, 1.70613, 4.93684], [-4.49647, -0.37454, -0.42543], [5.31287, -0.84550, 4.75864], [-3.81718, -3.48984, -5.95965], [0.33171, 6.43270, 3.84021], [-2.24519, -4.07732, 0.06377], [-0.92478, -5.11576, -1.63907], [6.76932, -0.81899, -0.70226], [-1.70903, 8.36524, -6.18371], [-6.81353, -1.60350, 3.59860], [-5.32965, 2.73391, -4.49084], [-0.72553, 3.76325, 5.45167], [4.14966, 3.20102, -3.26757], [1.88165, 6.09180, -0.04090], [0.90126, 1.61619, -3.57805], [-0.66462, -1.25797, 0.00901], [2.35907, 3.08030, -3.00215], [-3.47211, -3.57298, 1.63641], [2.24061, -7.18136, -4.51667], [3.92771, -7.07852, -2.74128], [1.27954, -7.23111, -4.94883], [5.67288, -2.70310, 8.89397], [2.96544, -3.93333, -0.45599], [-1.52639, 2.11966, 3.18957], [-1.85581, -4.70282, -4.09397], [0.74701, 2.78796, -0.44254], [-3.51322, 2.52918, 2.51093], [-2.84447, 4.37221, -1.84727], [2.62430, 4.26650, 0.76207], [-2.91014, 1.77324, -6.37662], [-4.22509, 2.63371, 3.37804], [-2.79981, 1.65915, -0.36836], [2.80548, 7.45293, -1.41949], [-2.54833, -4.12090, 1.44814], [0.02744, 3.10950, 5.01762], [2.89377, 5.43958, -2.17425], [2.46678, 1.01091, 1.65348], [-5.56722, -5.98965, -4.55535], [-0.72562, -2.28184, -4.61601], [-3.20649, -6.16112, -4.43279], [-0.56414, 1.17901, 1.37766], [7.11121, -2.71186, 10.30587], [5.09373, 0.91134, 1.47462], [-3.34002, -7.23443, -4.17238], [-0.23907, -2.02414, -0.61089], [-4.45997, 2.14032, -4.17238], [4.58804, -0.24922, 5.32170], [-2.32461, 7.56690, -4.44432], [-3.19058, 5.27085, -1.32277], [-1.37321, -3.98125, -6.39652], [0.18452, 3.35756, 0.30751], [-4.37104, -5.37036, -4.13163], [-4.82763, -0.37191, 1.89000], [-1.55791, -0.29572, -5.45121], [2.04164, -2.24688, 5.55709], [-2.67624, 2.75725, 5.36802], [-6.44036, -5.43570, -4.12371], [-4.21585, 3.01455, -6.40561], [-2.77155, -5.16500, 1.73862], [3.94250, 1.13594, 3.31624], [-2.63054, 8.79528, -3.73918]], "forces_ev_per_angstrom": [[-0.710, -1.227, -0.601], [1.793, 0.215, -0.472], [0.070, -0.047, 0.259], [0.014, 0.622, 0.450], [-0.105, -0.166, -0.010], [-0.686, -1.742, -0.699], [-1.468, -0.046, 1.614], [0.777, -0.247, 0.209], [-0.151, -0.204, -0.034], [0.669, -0.171, 0.364], [0.102, 0.527, 0.702], [0.043, 1.355, 1.473], [0.565, -0.082, -0.307], [0.076, 0.496, -0.912], [0.430, -0.929, 0.217], [0.038, -0.687, -0.116], [-0.027, 1.022, -1.934], [0.526, 0.090, -1.162], [0.030, 0.125, -0.631], [1.037, -1.276, -0.514], [-0.197, 0.177, -0.635], [0.163, -0.273, 0.697], [-1.096, 1.994, -1.219], [-0.079, -0.386, 0.143], [0.067, -0.248, -0.451], [0.076, -0.237, 0.223], [0.626, 0.473, 0.462], [0.221, 0.275, 0.035], [-0.677, -1.456, -0.385], [0.053, -0.442, 0.411], [0.482, 0.889, -0.271], [0.207, -0.769, 0.504], [-0.795, 0.965, -1.068], [0.001, -0.296, -0.089], [0.574, 0.282, 0.496], [0.732, -0.185, 0.030], [-0.371, 0.579, -0.414], [-0.971, 1.678, -0.395], [-2.021, -0.547, -0.913], [0.329, -0.274, -0.208], [0.570, -0.001, -0.422], [0.427, -0.116, -0.906], [0.288, 0.508, 0.355], [0.684, 1.354, -0.537], [0.742, 0.394, -0.076], [-0.176, -0.171, 0.028], [0.528, 0.120, 0.818], [1.141, 0.280, 0.621], [-0.059, 0.000, -0.138], [0.466, 0.637, -0.294], [-0.076, -1.044, -0.373], [0.511, -0.819, 0.226], [-0.395, 0.102, 2.588], [1.985, 0.099, -0.263], [0.156, 0.000, -0.381], [0.450, 1.117, 0.146], [1.008, -0.663, -0.398], [-0.363, 0.701, 0.363], [-0.254, -0.197, -0.504], [-0.004, -1.709, 0.930], [-0.238, 0.427, -0.207], [-0.105, -0.730, -0.224], [-0.165, -0.519, -0.533], [-0.484, -0.025, -0.328], [-1.135, -0.122, 0.281], [0.461, -0.073, -0.388], [-0.399, 0.881, 0.056], [0.647, -0.396, 0.134], [-0.853, -0.250, 1.917], [0.316, -0.777, -0.044], [-0.789, 0.801, 1.259], [0.493, 0.228, -0.294], [-0.058, -0.017, -0.319], [0.514, 0.842, 0.400], [0.497, 1.468, 0.540], [-0.109, 0.219, -0.103], [-0.787, 0.184, 0.510], [0.218, 0.236, 0.897], [-0.961, 0.115, 0.173], [0.620, 1.068, 0.373], [-0.365, 1.093, 0.907], [0.000, -0.569, 0.550], [-0.202, -0.301, -0.203], [0.746, -0.150, 0.079], [0.156, -1.096, 0.628], [0.001, -0.223, -0.400], [0.570, 0.499, -0.384], [-0.080, 0.178, 0.161], [-0.412, 0.070, 0.135], [0.133, 0.886, 0.029], [0.351, -0.724, -0.300], [0.258, 0.439, 1.294], [-0.557, -0.309, 0.046], [0.002, 0.052, -0.159], [-0.107, -0.026, -0.571], [0.909, 1.323, -0.431], [1.049, -1.156, -0.092], [-1.900, 1.002, 0.766], [0.782, 0.086, -0.055], [0.878, -2.126, -0.579], [-0.253, -0.128, -0.904], [0.069, -0.708, -0.245], [0.081, -0.088, -0.380], [-0.310, -0.121, 0.662], [-0.040, 0.658, 0.497], [-1.192, 1.587, -0.835], [0.616, -0.035, 0.607], [0.669, 0.800, 0.402], [-0.478, -0.413, -0.020], [0.563, -0.698, 1.428], [-1.278, -0.713, -0.827], [-0.117, -0.153, -0.244], [-0.057, -0.086, 0.368], [0.711, 0.596, 0.475], [-0.464, 0.239, -0.188], [0.700, -0.017, 0.631], [1.516, 0.555, -0.833], [0.348, -0.028, 0.585], [0.053, 0.107, -0.174], [0.711, 0.617, -0.529], [-0.507, -0.324, -0.243], [-1.048, -1.348, -0.227], [-0.353, 0.209, -0.290], [-0.486, 0.242, -0.403], [0.174, 0.069, 0.283], [0.043, -0.025, 0.447], [-0.355, -0.601, -1.053], [0.734, 0.146, 0.771], [0.229, -1.295, 0.613], [0.226, -1.037, 0.032], [1.259, -0.454, -0.078], [-1.565, -0.607, -0.630], [0.586, 0.456, 0.365], [0.201, -0.197, 0.097], [-0.009, -0.135, 0.164], [0.006, 0.017, 0.115], [-0.640, 0.043, 0.403], [0.095, -0.455, -0.046], [-1.014, -0.633, 0.362], [-0.299, -0.271, -0.484], [0.137, 0.296, 0.205], [0.045, 0.180, -0.503], [0.654, 0.054, -0.441], [0.030, 0.423, 0.185], [0.040, 0.147, -0.067], [0.017, 0.369, -0.316], [0.872, 0.446, -1.637], [-0.556, 0.425, 0.494], [0.343, 0.114, 0.161], [-0.115, -0.139, -0.161], [-0.861, 0.001, 0.068], [0.020, 0.200, -0.383], [0.306, -0.275, -0.254], [-0.289, 0.520, -0.426], [-0.247, 0.309, 0.646], [-0.130, -0.326, 0.074], [0.180, 0.078, 0.438], [0.134, -0.216, 0.015], [-0.166, -0.247, 0.346], [0.564, 0.306, 0.278], [0.321, -0.190, 0.105], [-0.829, 0.111, -0.202], [-0.079, 0.774, -0.157], [-0.262, 0.151, -0.925], [0.088, -0.247, -0.679], [0.135, 0.894, 0.711], [-0.201, 0.510, -0.816], [0.134, -0.258, -0.185], [0.458, 0.170, 1.842], [-0.338, -0.489, 0.440], [-0.401, -0.209, -0.830], [0.738, 0.110, 0.851], [-0.639, -1.000, 0.941], [-1.077, 0.833, -1.089], [-0.135, -0.188, -0.048], [-0.083, -0.235, -0.134], [0.588, 0.265, 0.160], [-0.958, -0.082, -1.274], [-0.792, 0.487, -0.196], [0.163, 0.085, -0.674], [-0.180, 0.167, 0.131], [0.154, 0.901, 0.673], [-0.508, -0.330, -0.346], [-0.448, 0.819, 1.318], [-0.048, 0.234, 0.348], [-0.584, -0.570, 0.491], [-0.898, -0.371, -0.301], [0.273, 0.060, 0.406], [1.506, 0.033, -0.060], [0.162, -1.105, 0.351], [-1.128, -0.017, -0.616], [-0.932, -0.789, -0.485], [-0.092, 0.830, -0.756], [0.890, -0.480, 0.079], [-0.382, 0.657, -0.986], [-0.034, -0.314, -0.903], [0.353, 0.658, -0.577], [-1.151, 0.387, 0.126], [0.026, -0.161, -0.303], [-0.084, -0.162, 0.377], [-0.269, -0.269, -0.276], [1.213, 1.240, 1.037], [-0.643, 0.464, -0.397], [0.577, 1.605, 0.359], [-0.036, -0.262, -0.256], [0.256, 0.314, -0.042], [0.788, 0.386, 0.274], [0.445, 0.010, 0.174], [-1.056, 0.216, -0.920], [-1.380, 1.593, -0.120], [0.215, -0.320, -0.880], [-0.149, -0.214, 0.357], [0.927, -0.007, 0.175], [-1.995, -0.645, -0.239], [-0.535, 0.359, 0.794], [-0.376, -0.237, 0.309], [0.315, -0.060, -0.157], [0.259, -0.244, 0.080], [1.316, -0.142, -0.083], [1.067, -0.045, 0.977], [0.245, -0.822, 0.411], [-1.229, -1.170, -0.576], [0.717, -0.858, 0.128], [-0.021, -0.870, 1.201], [-0.647, 0.592, -0.035], [-0.947, 0.400, 0.195], [-0.258, -0.666, 0.449], [-0.385, -1.974, -0.375], [-0.152, 0.194, -0.600], [0.385, -0.475, 0.216], [-1.302, 1.069, -0.230], [-0.645, 0.438, 0.143], [0.013, -0.527, -0.354], [-0.909, 0.812, 0.528], [0.083, -0.268, 0.303], [-0.564, 0.338, 0.773], [-1.198, -0.653, -0.990], [0.907, -1.255, 0.985], [0.701, 0.325, -0.025], [0.891, -0.712, 0.441], [-0.070, -0.458, -0.333], [0.103, 0.412, 0.841], [-0.300, 1.045, 0.063], [-0.062, -0.282, 0.104], [0.957, -0.122, -0.633], [0.949, -0.456, 0.384], [0.110, 0.178, -0.036], [0.336, -0.528, -0.464], [-0.351, -0.751, -2.045]], "smiles": "COCCNCCOC.COCCNCCOC.COCCNCCOC.COCCNCCOC.COCCNCCOC.COCCNCCOC.COCCNCCOC.COCCNCCOC.COCCNCCOC.COCCNCCOC.CCO", "energy_ev": -124707.18377, "orbital_gap_ev": 8.76, "multiplicity": 1, "e_above_lowest_kcal_mol": 5.44, "max_force_ev_per_a": 2.62, "total_charge": 0}